1.
ORCA calculation (ωB97M-V/def2-TZVPD) on a 5-piece molecular cluster, C32H52Br2F2O18P4 overall.

Values from the calculation:
ΔE to the lowest compared entry with this formula, charge and spin: 0.00 kJ/mol
Highest occupied orbital energy: -0.335 hartree
Structure (SMILES): C[C@@H](F)Cc1cc(F)cc2c1C(=O)c1cc([C@@H](Br)[C@@H](C)Br)ccc1C2=O.COP(=O)(OC)OC.COP(=O)(OC)OC.COP(=O)(OC)OC.COP(=O)(OC)OC

Geometry as XYZ:
```
110
C32H52Br2F2O18P4 | OMol25 | ωB97M-V/def2-TZVPD
C 4.69857 9.45212 -3.88556
C 4.99257 8.03569 -3.34203
F 3.73954 7.48262 -3.03469
C 5.53917 7.18669 -4.48871
C 6.07589 5.83677 -4.07275
C 7.02477 5.72628 -3.06057
C 7.55645 4.50730 -2.69238
F 8.48104 4.45220 -1.72604
C 7.14726 3.34836 -3.32231
C 6.20082 3.41294 -4.32286
C 5.66728 4.65447 -4.69467
C 4.64351 4.60569 -5.78898
O 4.58451 5.38124 -6.71038
C 3.68811 3.44695 -5.68528
C 2.35457 3.61043 -5.95230
C 1.51712 2.49575 -5.83644
C 0.04515 2.81843 -6.12426
Br -0.98906 1.25398 -6.61895
C -0.56178 3.51886 -4.85461
C -1.62498 4.57995 -5.19495
Br -1.19474 2.27245 -3.50674
C 2.04801 1.25479 -5.49705
C 3.41732 1.09415 -5.23821
C 4.22116 2.21779 -5.31841
C 5.69136 2.17753 -5.01843
O 6.39532 1.24527 -5.29261
H 4.88154 9.46140 -4.96301
H 3.65484 9.72540 -3.74931
H 5.39075 10.16670 -3.43768
H 5.64561 8.06516 -2.47075
H 4.74184 7.11238 -5.22443
H 6.35170 7.71656 -4.99901
H 7.39517 6.61357 -2.55562
H 7.56668 2.39649 -3.01373
H 1.95031 4.58144 -6.21733
H 0.02273 3.57839 -6.90301
H 0.28955 4.01836 -4.39578
H -1.78444 4.70130 -6.26621
H -1.30570 5.53877 -4.77988
H -2.55962 4.33785 -4.69096
H 1.37087 0.41083 -5.44593
H 3.85011 0.13579 -4.97826
C 0.61874 -3.69879 -0.40989
O 1.11820 -3.08822 -1.61590
P 2.76069 -2.90864 -1.85632
O 2.61776 -2.42733 -3.27181
O 3.01221 -4.50497 -1.74185
C 2.35017 -5.38814 -2.63886
O 4.42001 -2.68723 -1.75462
C 4.89062 -1.55492 -1.00232
H -0.06133 -2.99943 0.07899
H 0.06586 -4.60164 -0.67298
H 1.41465 -3.95480 0.28842
H 1.72086 -4.85759 -3.35305
H 1.73005 -6.07666 -2.06156
H 3.10389 -5.96376 -3.17394
H 4.59314 -1.63420 0.04433
H 4.49203 -0.63034 -1.42946
H 5.97555 -1.53653 -1.06116
C -3.06334 -0.61263 5.22434
O -2.25356 -1.24166 4.20969
P -2.81493 -1.34556 2.64164
O -1.51589 -1.87734 2.09870
O -2.95888 0.26528 2.51744
C -1.81546 1.08778 2.72162
O -3.64814 -1.45839 1.18854
C -4.58935 -2.53723 1.04388
H -3.21929 -1.32159 6.03550
H -2.53115 0.25558 5.61318
H -4.03524 -0.29993 4.84763
H -0.91984 0.50617 2.93747
H -2.00920 1.76173 3.55851
H -1.65562 1.68364 1.82443
H -5.39378 -2.44984 1.77550
H -4.07992 -3.49697 1.16842
H -5.01250 -2.48539 0.04460
C -1.68926 -9.33552 2.68701
O -0.56558 -8.82670 1.94855
P 0.30103 -7.54998 2.54143
O 1.42241 -7.49657 1.57504
O 0.66880 -8.28873 3.93544
C 1.53171 -9.42027 3.91152
O 0.36796 -6.08323 3.28832
C -0.60163 -5.09274 2.87292
H -2.57182 -9.30445 2.04860
H -1.48935 -10.37102 2.96051
H -1.88966 -8.76059 3.59017
H 1.87130 -9.66112 2.90443
H 0.99700 -10.28084 4.31928
H 2.39249 -9.21363 4.54516
H -1.60977 -5.45271 3.08764
H -0.49821 -4.90256 1.80448
H -0.42536 -4.17054 3.41713
C -8.54509 0.73023 9.23364
O -7.57414 0.18013 8.32492
P -7.86074 0.19817 6.69802
O -6.55654 -0.28392 6.18264
O -8.02959 1.80918 6.65549
C -6.90459 2.63524 6.93686
O -8.84831 0.09157 5.37608
C -9.77206 -1.01579 5.32529
H -8.82696 -0.03813 9.95237
H -8.09057 1.56310 9.76857
H -9.44156 1.07995 8.72422
H -6.00676 2.05484 7.14842
H -7.13285 3.25988 7.80261
H -6.72614 3.28150 6.07927
H -10.48039 -0.96578 6.15315
H -9.22554 -1.96096 5.36439
H -10.31808 -0.95758 4.38842
```

Löwdin atomic charge list, values in e, 99 entries: -0.029, -0.348, -0.034, -0.094, -0.121, 0.052, -0.252, 0.082, 0.068, -0.067, -0.032, -0.271, 0.132, -0.085, 0.032, -0.251, -0.683, 0.715, -0.779, -0.130, 0.676, -0.016, 0.041, -0.088, -0.281, 0.147, 0.074, 0.081, 0.077, 0.131, 0.113, 0.141, 0.130, 0.138, 0.139, 0.091, 0.073, 0.076, 0.078, 0.051, 0.087, 0.128, -0.116, -0.244, 0.603, -0.280, -0.268, -0.101, -0.235, -0.123, 0.070, 0.087, 0.086, 0.086, 0.085, 0.091, 0.079, 0.080, 0.085, -0.104, -0.250, 0.618, -0.277, -0.268, -0.100, -0.232, -0.119, 0.087, 0.089, 0.072, 0.087, 0.084, 0.093, 0.080, 0.079, 0.087, -0.108, -0.230, 0.513, -0.254, -0.267, -0.105, -0.216, -0.098, 0.084, 0.089, 0.083, 0.086, 0.083, 0.089, 0.082, 0.063, 0.084, -0.102, -0.230, 0.528, -0.258, -0.269, -0.101



2.
ORCA calculation (ωB97M-V/def2-TZVPD) on C32H52BrGaN2O6S2Si as an isolated structure.

Values from the calculation:
ΔE to the lowest compared entry with this formula, charge and spin: 32.07 kJ/mol
Highest occupied orbital energy: -0.492 hartree
Net charge: +2

Geometry as XYZ:
```
97
C32H52BrGaN2O6S2Si | OMol25 | ωB97M-V/def2-TZVPD
Ga 0.43530 -0.18400 -0.62780
C 0.38300 0.43450 2.72410
O -0.21800 -0.24440 1.62990
C -0.88370 -1.41730 1.87780
C -1.21210 -1.88990 3.12870
C -1.92190 -3.08540 3.23740
Br -2.35640 -3.74700 4.96410
C -2.30580 -3.77900 2.11200
C -1.96500 -3.31200 0.83170
C -1.22670 -2.11710 0.70210
O -0.85640 -1.62850 -0.47960
C -2.36110 -4.02930 -0.35240
N -2.12280 -3.59950 -1.59750
C -2.62540 -4.50030 -2.50360
C -2.62160 -4.51980 -3.89030
C -3.22540 -5.60490 -4.49580
C -3.81100 -6.63010 -3.74400
C -3.81290 -6.62140 -2.36300
C -3.20790 -5.53530 -1.74640
N -3.01760 -5.19700 -0.42290
H 1.06130 -0.22870 3.26550
H -0.38200 0.82460 3.40160
H 0.95270 1.25560 2.28780
H -0.93560 -1.36200 4.02530
H -2.87490 -4.68410 2.23850
H -1.62110 -2.73260 -1.76940
H -2.16190 -3.72400 -4.45640
H -3.24650 -5.67200 -5.57390
H -4.27190 -7.45390 -4.26510
H -4.25830 -7.42010 -1.79410
H -3.31710 -5.74480 0.36800
C 7.42100 -0.66740 0.25910
C 6.04730 -1.31200 0.41090
C 5.27040 -0.65980 1.54850
C 6.17160 -2.81870 0.62240
O 5.32800 -1.13570 -0.82550
Si 4.38280 -0.02270 -1.45530
S 2.53900 -0.35130 -0.05670
O 3.91700 -0.31200 -2.94650
C 4.11950 -1.38880 -3.88700
C 3.73770 -0.82270 -5.25270
C 5.58330 -1.80620 -3.87910
C 3.20830 -2.54320 -3.47970
O 4.70520 1.49220 -1.11300
C 4.94530 2.72750 -1.81750
C 5.99790 2.49610 -2.89390
C 5.43640 3.70400 -0.75190
C 3.62680 3.18600 -2.43420
H 7.99520 -0.82230 1.16750
H 7.31250 0.40010 0.08830
H 7.95810 -1.10740 -0.57750
H 5.80880 -0.76210 2.48550
H 4.29290 -1.13130 1.64550
H 5.12780 0.39680 1.33580
H 6.74700 -3.00930 1.52290
H 6.67560 -3.28100 -0.22190
H 5.18770 -3.26890 0.72450
H 4.39830 0.00140 -5.50830
H 2.71530 -0.45550 -5.23630
H 3.83090 -1.58770 -6.01770
H 6.21460 -0.95680 -4.12920
H 5.74510 -2.59200 -4.60990
H 5.86120 -2.16920 -2.89550
H 2.17090 -2.20480 -3.43750
H 3.49630 -2.90900 -2.49650
H 3.29200 -3.35270 -4.19820
H 6.91180 2.10600 -2.45240
H 6.22420 3.42860 -3.40250
H 5.62390 1.78000 -3.62050
H 6.35960 3.33930 -0.31020
H 4.69090 3.79130 0.03390
H 5.61810 4.68290 -1.18410
H 3.28010 2.43950 -3.14560
H 3.76480 4.13130 -2.95050
H 2.87650 3.30890 -1.65440
C -3.08620 2.74120 -3.28870
C -3.08070 3.70690 -2.10930
C -1.71060 3.85830 -1.46240
S -1.09920 2.64290 -0.22630
O -0.73100 1.35750 -1.01910
C -2.60980 2.17720 0.70640
C -3.44180 1.05270 0.11200
C -4.50310 0.61090 1.11470
H -4.08800 2.68120 -3.70530
H -2.77600 1.73920 -2.99800
H -2.41850 3.09680 -4.07090
H -3.82950 3.41530 -1.37170
H -3.37090 4.69660 -2.47190
H -1.66510 4.78460 -0.88660
H -0.92680 3.89750 -2.22100
H -3.18740 3.08900 0.84560
H -2.22960 1.86970 1.68230
H -2.78720 0.20990 -0.12620
H -3.93220 1.36790 -0.80910
H -4.04460 0.20910 2.01600
H -5.13420 -0.15700 0.67660
H -5.13750 1.44850 1.39470
```

Table of Löwdin atomic charges, one value per atom, all in e: 0.444, -0.040, -0.202, -0.193, -0.026, -0.653, 0.810, -0.056, -0.050, -0.226, -0.124, -0.148, 0.217, -0.154, 0.009, -0.050, -0.048, 0.014, -0.151, 0.218, 0.119, 0.110, 0.098, 0.114, 0.107, 0.155, 0.120, 0.118, 0.119, 0.123, 0.181, -0.006, -0.618, -0.063, -0.010, -0.133, 0.025, 0.546, -0.122, -0.618, -0.015, -0.013, -0.017, -0.131, -0.615, -0.008, -0.012, -0.016, 0.097, 0.082, 0.096, 0.101, 0.034, 0.076, 0.095, 0.091, 0.088, 0.088, 0.085, 0.095, 0.096, 0.100, 0.073, 0.080, 0.086, 0.095, 0.096, 0.100, 0.074, 0.089, 0.088, 0.095, 0.081, 0.096, 0.083, -0.091, -0.271, -0.299, 1.074, -0.537, -0.308, -0.276, -0.075, 0.085, 0.063, 0.085, 0.092, 0.126, 0.101, 0.105, 0.110, 0.085, 0.089, 0.102, 0.076, 0.084, 0.087



| no. | lowest unoccupied orbital energy (eV) |
| --- | --- |
| 1 | -1.77 |
| 2 | -5.78 |